No. 1
A 2-piece molecular cluster, C4H10NO overall in a non-equilibrium geometry. Source: the OMol25 dataset; level of theory: ωB97M-V/def2-TZVPD.

Last column: natural (NBO) charge in e.
Cartesian coordinates (Å):
C -1.285353 -1.049832 -0.063420  -0.051
C 0.870648 1.558881 0.495784  0.438
C -0.633779 -2.259024 -0.565544  -0.684
C 2.254910 1.880545 0.519585  -0.738
N -2.225357 -0.348744 -0.655758  -0.612
O 0.362113 0.452616 0.229207  -0.164
H -1.067711 -0.915863 0.946747  0.191
H 0.347391 2.512688 0.681111  0.244
H 0.264060 -2.625594 -0.076636  0.247
H -0.441242 -2.299324 -1.614516  0.222
H -1.348088 -3.139616 -0.516735  0.236
H 2.524694 2.771178 1.116528  0.283
H 2.640275 2.036587 -0.464771  0.314
H 2.845911 1.086721 0.797119  0.276
H -2.637121 -0.496137 -1.559013  0.405
H -2.882883 0.155669 -0.116317  0.394

Forces on the atoms, in the same order (eV/Å):
3.159 -3.704 0.978
-2.125 -0.403 -0.704
-1.486 -1.694 -0.826
1.840 1.309 0.376
-2.804 2.579 -1.941
1.946 2.627 0.854
-0.642 0.599 1.571
-1.320 -0.672 -0.057
0.042 0.480 0.461
0.405 0.545 -1.039
0.396 0.448 0.374
-0.582 -0.429 -0.285
-0.148 0.489 -1.220
1.313 -2.113 1.053
0.446 -0.709 -0.482
-0.438 0.648 0.888

As for the LUMO energy (alpha / beta): -5.307 / -9.164 eV. As for the molar mass: 88.130 g/mol. For the energy above the lowest of the compared OMol25 structures with the same formula, charge and spin, the calculation gives 39.8 kcal/mol. Its net charge is +1. Its spin multiplicity is 3. The HOMO-LUMO gap (alpha / beta) is 4.269 / 5.544 eV.



No. 2
One molecule with the formula C5H7N. Source: the OMol25 dataset; level of theory: ωB97M-V/def2-TZVPD.

Last column: natural (NBO) charge in e.
Cartesian coordinates (Å):
C 2.075227 0.334442 0.485864  -0.641
C 0.794260 -0.124681 -0.100611  -0.050
C 0.500824 -1.057086 -0.982573  -0.083
N -2.169208 -1.045292 -0.086288  -0.673
C -1.764191 0.166443 0.031027  0.092
C -0.412126 0.632639 -0.247444  -0.307
H 1.961354 0.336981 1.572469  0.232
H 2.881553 -0.337811 0.185246  0.229
H 2.288838 1.356421 0.154651  0.227
H -0.283139 -1.789007 -1.133801  0.258
H -3.113185 -1.106433 0.281754  0.337
H -2.443803 0.977137 0.347116  0.166
H -0.304765 1.697189 -0.493288  0.211

Forces on the atoms, in the same order (eV/Å):
0.029 -0.051 0.048
0.157 -0.224 -0.247
-0.124 0.555 0.381
-0.075 0.532 0.194
0.210 -0.177 -0.107
-0.286 -0.314 -0.093
0.168 0.069 -0.022
-0.020 0.164 0.128
0.032 -0.125 0.102
-0.107 0.377 -0.115
-0.144 -0.143 -0.022
0.204 -0.233 -0.003
-0.043 -0.429 -0.246

As for the LUMO energy (alpha / beta): 0.127 / 0.124 eV. As for the molar mass: 81.118 g/mol. For the energy above the lowest of the compared OMol25 structures with the same formula, charge and spin, the calculation gives 105.6 kcal/mol. The HOMO-LUMO gap (alpha / beta) is 7.980 / 7.979 eV.



No. 3
A 15-piece molecular cluster, C55H76B9F36N10O2 overall in a non-equilibrium geometry. Source: the OMol25 dataset; level of theory: ωB97M-V/def2-TZVPD.

Last column: Mulliken charge in e.
Cartesian coordinates (Å):
C 7.488504 -8.142537 7.893171  -0.878
C 7.186630 -6.755302 8.432073  0.533
O 7.048105 -5.719733 7.736430  -0.458
N 7.313999 -6.502009 9.908034  -0.166
H 8.239994 -6.778038 10.202045  0.376
H 7.383504 -5.506594 10.064310  0.369
C 6.205710 -7.105154 10.736067  -0.838
H 7.393020 -8.822966 8.739335  0.295
H 8.524203 -8.215938 7.561437  0.322
H 6.814308 -8.552959 7.141432  0.344
H 6.594868 -6.846573 11.720850  0.385
H 6.210188 -8.195113 10.741943  0.360
H 5.204599 -6.737547 10.510762  0.358
C -12.955297 -0.099152 -1.256753  -0.978
N -11.591166 0.482467 -1.265570  0.005
C -11.383106 1.749250 -1.599516  -0.105
C -10.031875 2.167578 -1.862607  -0.620
C -8.926767 1.379288 -1.539927  0.591
C -9.155523 0.014347 -1.174166  -0.691
C -10.518145 -0.434846 -1.103462  -0.357
C -7.551000 1.852363 -1.860068  0.476
C -6.920664 2.893630 -1.232868  -0.547
C -5.536041 3.146185 -1.319443  -0.279
N -4.801015 2.359938 -2.094369  0.017
C -5.351417 1.378582 -2.864231  -0.244
C -6.781200 1.179680 -2.829701  -0.585
C -3.325284 2.623760 -2.242216  -0.965
H -13.743888 0.620752 -1.475766  0.332
H -13.208452 -0.507257 -0.278250  0.375
H -13.099495 -0.766252 -2.106624  0.405
H -12.256019 2.352922 -1.799541  0.402
H -9.864459 3.051082 -2.460731  0.455
H -8.314172 -0.652717 -1.057688  0.627
H -10.910571 -1.432213 -0.970638  0.516
H -7.498543 3.490528 -0.542818  0.523
H -4.969589 3.878868 -0.763834  0.506
H -4.666920 0.798984 -3.465851  0.514
H -7.100859 0.276361 -3.327947  0.508
H -2.982032 2.750529 -3.268970  0.390
H -2.836068 1.854838 -1.644284  0.395
H -3.084087 3.593628 -1.807148  0.334
C 2.510286 5.496184 2.779418  -0.894
N 2.507509 3.946361 2.916487  0.042
C 1.888379 3.339727 3.972159  -0.293
C 1.856543 1.903248 4.028969  -0.739
C 2.480130 1.092779 3.040157  0.846
C 3.131261 1.764842 1.988623  -0.862
C 3.155027 3.168301 2.010542  -0.345
C 2.410546 -0.382028 3.004509  0.862
C 2.627162 -1.193788 4.093945  -0.676
C 2.531608 -2.684349 4.007854  -0.185
N 2.138681 -3.182045 2.798170  0.001
C 1.981547 -2.441666 1.669634  -0.501
C 2.098894 -1.034961 1.766009  -0.640
C 2.129811 -4.678859 2.566796  -0.903
H 1.840687 5.806999 1.977469  0.315
H 3.500935 5.682858 2.364843  0.431
H 2.462897 5.986888 3.751568  0.371
H 1.555174 4.023863 4.738540  0.512
H 1.457549 1.472765 4.935543  0.470
H 3.662428 1.177703 1.254092  0.597
H 3.678809 3.742915 1.260964  0.517
H 2.865438 -0.736075 5.042691  0.511
H 2.681765 -3.344449 4.849361  0.438
H 1.945274 -2.964859 0.725520  0.541
H 1.936698 -0.522024 0.829528  0.510
H 2.968830 -4.969777 1.934713  0.433
H 1.144232 -4.918669 2.167768  0.367
H 2.303350 -5.057380 3.574115  0.272
C -4.505424 -6.126870 -8.958976  -0.998
N -3.591797 -7.064071 -8.177571  0.087
C -2.668849 -7.801482 -8.903654  -0.265
C -2.016708 -8.784447 -8.255500  -0.691
C -1.905864 -8.824972 -6.888859  1.162
C -2.812347 -8.027430 -6.206982  -0.762
C -3.726965 -7.169618 -6.833245  -0.267
C -1.104261 -9.832517 -6.168895  1.012
C -0.649144 -11.002081 -6.796102  -0.788
C 0.063222 -11.936688 -6.055309  -0.251
N 0.445428 -11.715933 -4.780410  0.086
C 0.257497 -10.560493 -4.187754  -0.328
C -0.563366 -9.607973 -4.854635  -0.723
C 1.508505 -12.650317 -4.257962  -0.861
H -4.776640 -5.332246 -8.263907  0.391
H -5.310404 -6.718659 -9.394751  0.328
H -3.964223 -5.626961 -9.762286  0.384
H -2.543617 -7.614760 -9.959993  0.422
H -1.335676 -9.385211 -8.840022  0.362
H -2.875868 -8.059612 -5.129327  0.467
H -4.600524 -6.711037 -6.393937  0.445
H -0.892124 -11.391059 -7.773876  0.347
H 0.278601 -12.938630 -6.396083  0.384
H 0.793738 -10.358796 -3.272245  0.504
H -0.708119 -8.679882 -4.321638  0.501
H 1.128137 -13.168890 -3.377906  0.386
H 2.372989 -12.061268 -3.951722  0.353
H 1.640894 -13.450816 -4.985827  0.312
C 1.811714 13.835076 -11.689517  -0.875
N 2.492693 13.420157 -10.418880  -0.012
C 1.826342 12.651160 -9.578227  -0.219
C 2.214978 12.436080 -8.276430  -0.640
C 3.458656 12.948680 -7.833679  0.884
C 4.314528 13.601936 -8.790682  -0.697
C 3.734200 13.916346 -10.094478  -0.280
C 3.839555 12.857285 -6.392668  1.161
C 5.147913 12.688381 -5.940326  -0.565
C 5.492236 12.642345 -4.634680  -0.331
N 4.561469 12.761940 -3.715018  0.027
C 3.218735 12.940030 -3.991226  -0.214
C 2.871262 12.883882 -5.341332  -0.768
C 4.968537 12.904162 -2.349786  -0.901
H 1.779689 12.901375 -12.251013  0.361
H 2.325221 14.642435 -12.211607  0.327
H 0.816844 14.109195 -11.338530  0.370
H 0.922355 12.157042 -9.902356  0.474
H 1.555813 11.842830 -7.660032  0.424
H 5.319255 13.897974 -8.527468  0.385
H 4.343716 14.407016 -10.838878  0.412
H 5.879934 12.556727 -6.723399  0.423
H 6.529909 12.767181 -4.362535  0.443
H 2.550910 13.089473 -3.155715  0.390
H 1.802237 12.880558 -5.494844  0.335
H 5.512775 13.840614 -2.227539  0.399
H 5.694688 12.127561 -2.109618  0.414
H 4.144743 12.913709 -1.636077  0.272
C -5.060269 -1.105628 5.152846  -1.387
C -4.121330 -1.264537 6.411318  0.300
C -2.628353 -1.578216 6.066507  -0.864
O -1.680808 -1.762076 7.097885  -0.328
C -1.800560 -3.081717 7.636482  -0.737
N -4.187714 0.050725 7.180046  -0.281
H -5.113365 0.439130 7.291381  0.363
H -3.849801 -0.172724 8.105239  0.381
H -3.711797 0.872937 6.837146  0.345
H -5.143146 -2.067491 4.646845  0.408
H -4.553790 -0.588304 4.338019  0.363
H -5.946759 -0.577707 5.504355  0.368
H -4.462336 -2.105694 7.014859  0.250
H -2.286538 -0.783822 5.403024  0.440
H -2.539772 -2.382112 5.335739  0.488
H -1.648172 -3.908551 6.942778  0.345
H -2.805207 -3.213786 8.038172  0.272
H -1.052068 -3.224613 8.415866  0.276
B 5.068465 -6.387332 -2.435534  0.552
F 5.694390 -7.486477 -2.575794  -0.319
F 5.594996 -5.634357 -3.430996  -0.403
F 3.729544 -6.567990 -2.639178  -0.425
F 5.322240 -5.716059 -1.283652  -0.402
B -2.988405 -3.958559 -1.485670  0.637
F -2.917404 -3.020144 -0.489056  -0.406
F -4.314190 -4.186788 -1.855902  -0.427
F -2.199701 -3.504088 -2.574790  -0.421
F -2.553311 -5.173072 -1.035158  -0.384
B 1.380352 -9.292720 8.882069  0.586
F 0.862603 -9.733551 7.712631  -0.364
F 1.664718 -10.363624 9.767113  -0.418
F 2.495359 -8.643539 8.467968  -0.385
F 0.509500 -8.316554 9.409482  -0.420
B 6.393680 8.402589 6.403831  0.611
F 6.229745 7.037898 5.940537  -0.453
F 6.682085 9.206917 5.300323  -0.413
F 5.207038 8.803539 6.923694  -0.378
F 7.368296 8.513236 7.335903  -0.367
B -0.962069 4.503023 10.972521  0.548
F -1.402912 5.378933 11.949095  -0.419
F -1.866951 3.562539 10.784318  -0.372
F -0.771647 5.185530 9.908276  -0.304
F 0.230973 3.858923 11.456565  -0.453
B 3.901014 0.832582 -4.705653  0.584
F 3.021389 1.351571 -5.597921  -0.408
F 5.059363 0.515786 -5.368512  -0.393
F 4.138950 1.858682 -3.783434  -0.429
F 3.312735 -0.178729 -4.081421  -0.353
B -1.664246 -13.218867 1.334579  0.638
F -2.054135 -13.064410 -0.019517  -0.435
F -2.700806 -13.832794 2.041727  -0.386
F -0.495424 -13.971616 1.292563  -0.391
F -1.429397 -11.892164 1.877299  -0.426
B 8.090310 6.717211 -0.815422  0.592
F 8.168045 6.064609 0.453440  -0.437
F 6.966915 7.445469 -0.965656  -0.399
F 9.251574 7.487555 -0.905953  -0.431
F 8.228080 5.824065 -1.760572  -0.325
B -4.079147 5.490329 4.145936  0.641
F -3.906832 4.182970 3.635511  -0.448
F -2.866371 6.158835 3.984771  -0.385
F -5.088588 6.067329 3.341998  -0.423
F -4.482469 5.511908 5.482162  -0.385

Forces on the atoms, in the same order (eV/Å):
-0.484 -0.285 1.744
0.418 4.135 -4.681
0.176 -4.138 3.090
-0.627 -0.626 -0.891
0.347 -1.008 0.334
-0.686 0.790 -0.353
0.981 -0.318 1.476
0.105 -0.287 0.005
-0.014 0.375 -0.159
-0.080 0.723 -0.142
-0.978 0.117 0.374
0.148 0.087 -0.664
0.387 0.301 -0.196
-0.923 0.356 -0.119
1.468 -1.617 0.031
2.294 -0.013 -0.849
-1.133 -0.379 0.445
-1.242 -0.784 -0.730
-2.612 0.452 -0.148
0.475 2.478 -0.245
1.045 -0.868 -1.328
0.560 1.247 1.486
-1.323 -0.630 -0.164
0.690 -0.349 -1.848
-2.472 0.896 0.644
2.893 -0.864 1.049
0.006 0.383 0.941
0.499 0.688 0.261
0.334 -0.339 -0.234
0.564 -0.549 0.387
0.094 0.142 0.033
-0.185 0.475 0.518
-0.169 -0.270 0.176
0.619 -0.200 0.206
0.152 0.182 0.201
-0.440 0.271 0.192
-0.089 -0.072 -0.058
-0.383 0.188 -0.293
-0.414 -0.813 -0.077
0.325 -0.026 -0.506
-0.323 -0.106 0.354
1.581 -1.462 -0.703
-0.517 -0.510 0.741
1.002 -1.568 -1.179
0.803 1.364 -0.056
-0.513 1.878 0.023
-0.381 0.811 1.268
-0.190 0.099 -0.518
-0.667 -1.398 -1.394
-0.125 -3.190 0.579
-0.983 4.046 -2.043
1.393 -0.715 0.122
0.921 2.458 1.563
-0.087 -1.438 0.232
-0.007 0.812 1.249
-0.543 -0.202 0.628
0.149 0.231 0.269
-0.456 -0.244 -0.156
-0.434 -0.302 0.153
-0.287 -0.080 -0.080
0.138 0.424 -0.291
0.144 -0.169 -0.206
0.149 -0.234 0.166
0.005 -0.057 -0.143
-0.471 -0.068 -0.007
0.123 0.384 0.086
-0.219 0.163 -0.199
0.289 -0.311 0.031
-0.325 -0.629 -0.312
0.899 -0.237 0.645
0.024 0.720 -1.558
-2.055 0.957 1.164
2.515 -0.515 -1.075
-1.697 -0.148 1.100
-0.821 0.943 1.252
1.356 -1.544 -1.642
2.197 -0.162 1.408
-0.078 -1.276 0.873
-0.873 0.317 0.272
2.026 -1.078 -1.019
-1.533 1.877 -1.088
-0.078 -0.561 -0.316
-1.099 -0.504 0.886
-0.527 -0.295 -0.133
-0.137 0.250 0.346
0.284 -0.343 0.075
-0.340 0.124 0.034
-0.051 -0.138 -0.180
0.029 -0.116 0.141
0.342 0.273 0.296
-0.310 0.604 -0.233
0.097 0.216 -0.402
-0.248 0.055 0.231
-0.139 0.157 -0.092
-0.157 0.279 0.214
0.085 -0.224 -0.490
0.546 0.507 -0.072
-0.108 -1.085 0.732
2.311 1.938 -0.351
-0.673 -0.823 1.164
1.233 0.466 -0.148
0.251 0.480 -0.760
-2.942 -0.255 -1.284
0.539 -1.972 2.734
-0.641 -0.740 1.990
-0.546 -0.064 -2.949
0.497 0.730 -0.172
-2.490 1.032 0.771
2.311 -1.011 -1.946
-0.297 0.349 0.199
1.296 0.185 1.804
-0.201 0.390 -0.515
0.017 -0.221 0.273
0.025 0.239 -0.608
-0.159 0.372 -0.411
0.159 0.007 0.168
-0.061 0.254 -0.178
-0.418 0.255 -0.163
0.527 0.122 0.315
0.063 -0.726 0.446
-0.019 -0.193 -0.098
-0.056 0.329 -0.490
-0.101 0.160 -0.104
-0.271 -0.210 0.170
0.001 -0.278 -0.331
2.056 -0.411 0.601
0.538 -0.100 -1.828
0.307 0.765 -1.186
-0.994 -0.197 -0.425
-0.031 -0.282 0.645
-0.280 -0.908 0.729
-0.852 -0.418 0.152
0.439 0.463 0.666
1.146 0.015 -0.628
-0.939 -0.252 0.647
0.056 0.883 0.358
-0.307 -0.498 -0.627
-0.448 0.633 0.544
0.236 0.719 0.442
-0.700 -0.725 0.281
0.111 0.321 -0.630
0.026 -0.110 0.359
-0.210 0.353 0.069
-0.834 3.283 -0.846
2.792 -6.694 0.737
0.479 2.771 -2.643
-2.638 -0.254 0.083
-0.059 0.721 2.764
0.376 -0.434 -0.728
-0.114 1.246 1.083
-1.205 0.619 -0.764
-0.365 -0.052 -0.171
1.036 -1.139 0.447
-0.969 -0.247 0.286
-1.600 -1.502 -1.514
-0.089 0.611 0.059
3.258 1.475 0.334
-0.278 -0.025 0.911
-0.241 -0.916 -1.431
0.241 0.200 0.161
0.328 0.355 -0.754
-1.919 0.520 0.837
1.407 -0.203 1.072
1.663 -0.410 4.217
-0.509 0.842 1.584
-3.026 -3.347 -0.692
1.422 2.659 -5.087
0.329 -0.021 -0.169
1.053 1.842 -0.076
-2.018 1.021 -2.259
1.126 -0.643 -0.354
0.531 0.811 1.139
-1.044 -2.892 1.610
-0.153 1.162 -0.066
-0.357 0.239 -0.557
0.220 -0.095 0.069
0.338 -0.199 0.513
-0.019 -1.040 -0.333
2.347 0.038 2.670
-0.747 0.118 0.209
-2.114 1.479 -0.016
0.735 1.737 0.146
-0.444 -3.184 -3.202
-0.131 0.434 -0.080
0.035 -0.979 0.141
0.176 0.222 -0.077
-0.212 0.306 -0.208
0.039 -0.396 -0.192

As for the LUMO energy: -6.596 eV. As for the molar mass: 1690.517 g/mol. Its net charge is +1. The HOMO-LUMO gap is 1.958 eV.



- Which formula does entry 3 have?
  C55H76B9F36N10O2